No. 1
{
  "formula": "C6H13N3",
  "method": "wB97M-V/def2-TZVPD",
  "elements": ["N", "C", "N", "C", "C", "H", "H", "N", "H", "H", "H", "C", "H", "H", "C", "H", "H", "H", "H", "C", "H", "H"],
  "xyz": [[-0.9509, 0.4395, -0.5341], [-1.8425, 2.0582, 1.0034], [2.5078, -1.1046, 0.4132], [-0.8276, 0.8769, -1.7498], [0.2572, -0.0508, 0.3859], [-0.1140, -1.9717, -1.5545], [1.5289, -2.6478, -1.5135], [-2.0714, 0.8293, 0.2059], [1.6455, -0.2049, -1.2204], [-1.4688, 2.8532, 0.3597], [-1.5658, 1.5664, -2.1312], [0.7615, -2.1426, -0.9285], [-0.8546, 1.4257, 1.7449], [2.9035, -0.2488, 0.7859], [1.3130, -0.8226, -0.3759], [0.0073, 0.5581, -2.3489], [0.4620, -2.7921, -0.1035], [2.2790, -1.7023, 1.2006], [0.8964, 0.3282, 2.3836], [0.1132, 0.3263, 1.6411], [-2.1907, 0.0699, 0.8804], [-2.7890, 2.3567, 1.4556]],
  "e_lumo_ev": [-0.23, -0.22],
  "total_charge": 0,
  "orbital_gap_ev": [6.1, 6.2],
  "e_above_lowest_ev": 6.620,
  "homo_energy_ev": [-6.371, -6.377]
}

***

No. 2
{
  "formula": "C6H13N3",
  "method": "wB97M-V/def2-TZVPD",
  "elements": ["H", "H", "H", "C", "N", "C", "H", "C", "H", "H", "H", "H", "H", "C", "H", "H", "N", "C", "N", "H", "H", "C"],
  "xyz": [[-2.9907, 0.6659, -1.6354], [-4.1205, 0.1056, -0.1140], [1.7098, -1.4502, -0.8157], [-2.2169, -0.9177, -0.3191], [0.5446, -0.0139, 0.0650], [2.9879, 0.4566, -0.4458], [-1.5240, -1.1848, -1.1440], [1.7037, -0.3067, -0.8149], [-0.0322, -1.4485, 1.5977], [3.7694, 0.3014, -1.2385], [0.6296, 0.0270, 2.1842], [1.2973, 0.0980, -1.7361], [-1.5926, 2.4714, 0.7244], [-3.1690, 0.1954, -0.5774], [-2.5063, -1.8096, 0.3781], [2.6898, 1.4424, -0.2737], [0.1747, 1.3566, 0.2707], [-1.1013, 1.4142, 0.3564], [-2.0443, 0.4260, 0.3039], [3.4400, 0.0151, 0.5196], [1.6625, -1.1878, 1.3615], [0.6885, -0.6564, 1.3532]],
  "e_lumo_ev": 0.97,
  "total_charge": 0,
  "smiles": "CCN(C)/N=C\\N1CC1",
  "orbital_gap_ev": 8.6,
  "e_above_lowest_ev": 4.454,
  "homo_energy_ev": -7.667
}

***

No. 3
{
  "formula": "C6H13N3",
  "method": "wB97M-V/def2-TZVPD",
  "elements": ["N", "C", "H", "C", "C", "H", "H", "H", "C", "H", "H", "N", "H", "H", "H", "C", "H", "H", "N", "C", "H", "H"],
  "xyz": [[-1.9024, 0.0171, 0.0688], [-1.3931, 1.2908, 0.3332], [-1.1107, 3.0665, 1.3953], [1.7372, -0.7789, -0.7061], [-0.9127, 2.0090, 1.3297], [-3.4349, 1.4222, -0.4923], [0.8477, -2.1284, 1.3710], [-2.1027, -0.8662, -0.4070], [-2.3988, 1.1819, -0.7051], [-0.0611, -2.0188, -2.1546], [2.2542, 0.1358, 1.2064], [-0.5759, -1.7005, -1.3416], [1.8965, 1.3046, -0.1075], [2.2759, -1.7087, -0.5068], [3.4041, 0.4304, -0.0585], [0.1245, -1.2556, -0.3698], [-0.2902, 1.5607, 2.0876], [1.8826, -0.5959, -1.7728], [0.0365, -1.7601, 0.9047], [2.3334, 0.3348, 0.1360], [-0.5020, -1.1850, 1.5363], [-2.1082, 1.2443, -1.7470]],
  "e_lumo_ev": 0.74,
  "total_charge": 0,
  "smiles": "[H]/N=C(/N)CC.C=C1CN1",
  "orbital_gap_ev": 8.8,
  "e_above_lowest_ev": 5.743,
  "homo_energy_ev": -8.102
}

***

No. 4
{
  "formula": "C6H13N3",
  "method": "wB97M-V/def2-TZVPD",
  "elements": ["C", "H", "H", "H", "H", "H", "H", "C", "C", "N", "H", "N", "C", "H", "N", "H", "H", "H", "C", "H", "C", "H"],
  "xyz": [[-0.5108, -1.0304, 1.6106], [2.7378, -0.9831, -1.3581], [2.7259, -2.5686, -0.4896], [-2.0844, 0.1940, 1.4808], [0.5141, 2.4950, -0.4825], [-0.0086, -0.0128, -1.9363], [-0.8155, -1.4776, 2.5707], [-0.6756, 0.7366, -0.0498], [1.0093, -1.2992, -0.1010], [-1.1832, -0.0761, 1.1229], [1.2102, -2.1429, 1.6204], [-0.1573, -0.2691, -0.9829], [2.0493, -1.7794, -0.9606], [-0.1694, 2.4890, 1.1589], [0.7404, -1.3894, 1.1657], [1.0925, 1.2709, 0.8196], [-2.4358, 1.8051, 0.0631], [-2.5719, 0.8453, -1.5137], [-1.8967, 1.3899, -0.7806], [1.6549, -2.1880, -1.9473], [0.3107, 1.7645, 0.3656], [-1.5362, 2.2261, -1.3758]],
  "e_lumo_ev": -10.31,
  "total_charge": 2,
  "smiles": "CC1=[NH+]C(C)(C)NC=[NH+]1",
  "orbital_gap_ev": 8.5,
  "e_above_lowest_ev": 3.397,
  "homo_energy_ev": -18.820
}

***

No. 5
{
  "formula": "C6H13N3OP",
  "method": "wB97M-V/def2-TZVPD",
  "elements": ["C", "C", "C", "N", "H", "H", "H", "H", "O", "H", "C", "H", "N", "H", "H", "H", "H", "H", "N", "P", "C", "H", "C", "H"],
  "xyz": [[0.0971, 1.2342, 0.9309], [-0.3573, -1.8438, 0.3779], [-0.9140, 0.3212, 1.5500], [2.2843, 0.5684, -0.8409], [-1.3876, -1.6231, 2.2996], [-1.6717, 0.8136, 2.1314], [-1.9860, 2.3384, -0.8770], [-2.8370, 0.8572, -2.5148], [-2.2504, 0.4018, -1.9318], [-1.2789, -2.5122, 0.0483], [-2.0825, 1.1388, -0.7679], [-0.8151, -0.9551, -1.4135], [5.1319, 0.1341, -1.2957], [-2.8423, 1.0035, -0.0421], [6.0119, 0.2612, -1.6565], [0.4567, -1.1276, 2.3419], [1.1699, 0.8097, 0.8189], [0.6480, -0.4857, -1.0144], [-0.2395, -0.7114, -0.6117], [3.6911, 0.5124, -1.2352], [-0.5709, -1.1723, 1.8325], [0.1755, 2.2124, 1.2513], [-0.8793, 0.4619, 0.0202], [0.4461, -2.6375, 0.5986]],
  "e_lumo_ev": -4.65,
  "total_charge": 1,
  "orbital_gap_ev": 8.8,
  "e_above_lowest_ev": 2.238,
  "homo_energy_ev": -13.436
}

***

No. 6
{
  "formula": "C6H13N3OS2",
  "method": "wB97M-V/def2-TZVPD",
  "elements": ["H", "N", "H", "H", "H", "S", "H", "N", "H", "C", "H", "O", "C", "H", "H", "C", "C", "H", "H", "H", "H", "S", "C", "C", "N"],
  "xyz": [[-0.7892, -0.3943, -1.3606], [3.6310, -1.0162, 0.0750], [-3.3223, -1.2015, 1.2741], [3.8756, 0.6787, -1.0177], [-2.4306, -0.1780, 2.4265], [2.3777, -1.9494, 0.7807], [-0.8779, 3.4414, 0.0354], [-1.1883, 0.9930, 0.6796], [0.4651, 3.0936, -1.0995], [3.1725, -0.0031, -0.5404], [-2.7662, -2.5515, -1.5174], [-0.5133, 1.4602, -0.4580], [-0.0446, 2.7650, -0.1910], [1.3193, 0.5731, -1.5162], [0.6500, -1.6248, -0.8898], [-1.5828, -0.2167, 0.4947], [-2.3284, -0.8862, 1.6049], [0.6574, 2.7664, 0.6503], [0.2131, -0.8608, 0.6464], [-1.7986, -1.7767, 1.9581], [1.4908, 1.0963, 0.1621], [-1.5586, -2.5521, -0.9210], [1.0288, -1.0347, -0.0506], [1.6852, 0.2668, -0.5308], [-1.3656, -0.8884, -0.6948]],
  "e_lumo_ev": 0.47,
  "total_charge": 0,
  "smiles": "CO/N=C(/C)NS.C1=NSCC1",
  "orbital_gap_ev": 8.6,
  "homo_energy_ev": -8.170
}

***

No. 7
{
  "formula": "C6H13N4",
  "method": "wB97M-V/def2-TZVPD",
  "elements": ["C", "C", "N", "H", "H", "N", "C", "H", "N", "N", "H", "H", "C", "H", "H", "H", "H", "H", "H", "H", "H", "C", "C"],
  "xyz": [[-0.7490, -0.1926, -1.1045], [0.0631, -0.9172, 1.4893], [0.7602, 1.3522, 1.3100], [1.7429, 2.9627, 0.5731], [-2.1658, -1.6246, -1.2360], [1.8713, 2.0607, 0.9805], [-1.2403, -1.4369, -0.9208], [-1.2923, 1.7865, -1.7593], [-1.6968, 0.7967, -1.7463], [1.8035, -0.1718, -0.1441], [2.3875, 2.1505, 1.8342], [-1.7861, 0.6454, -2.8305], [0.8237, 0.0107, 0.8343], [2.1026, -1.1305, -0.0887], [0.0457, 1.7827, 1.8610], [-0.7668, -3.5736, -0.5338], [2.3685, 0.6467, -0.1662], [-2.5839, 0.6028, -1.3110], [0.1776, 0.1484, -1.2019], [0.1112, -3.1789, 1.5829], [-0.5461, -0.5253, 2.3955], [-0.0992, -2.2944, 1.0248], [-0.6302, -2.4954, -0.1713]],
  "e_lumo_ev": -3.53,
  "total_charge": 1,
  "smiles": "NN/C(N)=C/C=C\\C=C\\[NH3+]",
  "orbital_gap_ev": 7.4,
  "e_above_lowest_ev": 4.319,
  "homo_energy_ev": -10.958
}

***

No. 8
{
  "formula": "C6H13N4",
  "method": "wB97M-V/def2-TZVPD",
  "elements": ["C", "H", "C", "C", "H", "H", "C", "H", "H", "N", "H", "H", "H", "H", "C", "N", "H", "H", "H", "N", "N", "H", "C"],
  "xyz": [[2.2151, -0.1085, -0.4469], [-1.9361, -1.2813, -0.6740], [1.6808, -1.0056, 0.7387], [-1.8567, -0.2980, -0.1737], [0.0456, -2.1290, 0.9152], [-3.7885, 0.2953, 0.5580], [1.5238, 1.2432, -0.2135], [3.3163, 0.0296, -0.5851], [1.6853, -0.4653, 1.6452], [-2.8361, 0.1483, 0.7823], [1.6626, 2.0032, -1.0627], [2.4851, -1.7408, 0.8727], [2.0114, -0.4308, -1.4216], [-0.4919, -0.1218, 1.5706], [-0.5206, -0.2523, 0.5249], [0.3371, -1.3786, 0.3437], [1.6913, 1.5159, 0.7537], [-2.4783, 1.0157, 1.1961], [0.2097, -1.5016, -0.7250], [-0.7238, 1.5201, -1.1784], [0.1195, 1.1426, -0.2705], [-2.6104, 1.0257, -1.8358], [-1.7413, 0.7740, -1.3138]],
  "e_lumo_ev": -3.29,
  "total_charge": 1,
  "smiles": "N[C@H]1C=NN2CCC[NH2+][C@H]12",
  "orbital_gap_ev": 8.8,
  "e_above_lowest_ev": 4.036,
  "homo_energy_ev": -12.117
}

***

No. 9
{
  "formula": "C6H13N4O",
  "method": "wB97M-V/def2-TZVPD",
  "elements": ["H", "H", "H", "H", "C", "H", "H", "H", "H", "H", "N", "H", "N", "C", "H", "C", "H", "H", "C", "N", "C", "C", "N", "O"],
  "xyz": [[-1.5120, 2.1059, -0.8558], [4.4093, -0.5087, 0.4112], [4.0763, 1.1375, -0.1460], [-1.3856, 0.7105, 1.7226], [2.3666, -0.1250, -0.0260], [-2.7350, -2.2409, 0.1284], [-3.2609, 0.1755, 0.0062], [-0.9870, 2.7693, 0.6025], [4.0729, -0.2107, -1.2876], [2.0894, -2.3441, -0.0125], [0.2138, 0.2061, 0.3558], [1.4705, 1.9006, 0.1630], [0.4180, -1.1063, 0.3050], [3.8140, 0.0924, -0.2737], [-2.4770, -0.8219, -1.9138], [-1.3078, 0.7549, 0.6339], [-2.4621, -1.5086, 1.5684], [-0.4319, -1.7028, 0.4080], [1.3714, 0.8347, 0.1595], [-2.1505, -1.5597, 0.6039], [-2.2436, -0.2567, -0.0530], [1.7063, -1.3472, 0.0694], [-1.5002, 2.0283, 0.1516], [-1.8220, -0.3587, -1.3779]],
  "e_lumo_ev": -2.59,
  "total_charge": 1,
  "smiles": "Cc1c[nH][n+]([C@@H](N)[C@H](N)O)c1",
  "orbital_gap_ev": 10.7,
  "e_above_lowest_ev": 0.141,
  "homo_energy_ev": -13.320
}

***

No. 10
{
  "formula": "C6H13N4O3PS",
  "method": "wB97M-V/def2-TZVPD",
  "elements": ["H", "C", "N", "N", "H", "H", "N", "H", "C", "C", "C", "H", "H", "H", "S", "N", "O", "H", "O", "H", "C", "H", "H", "H", "O", "H", "P", "C"],
  "xyz": [[4.1792, -1.1116, 0.2460], [-2.2335, 2.2807, 0.1175], [1.6082, 1.5637, 0.5807], [3.7374, 2.0519, 0.7922], [-3.6463, -2.0846, -1.6084], [-1.3921, -3.3162, -0.8227], [3.5945, 0.7772, 0.2559], [-1.7100, -2.1880, 0.5615], [-2.6744, -1.5029, -1.2600], [-0.8529, 2.1769, -0.4137], [-1.5191, -2.1709, -0.5403], [-0.7656, 2.8413, -1.2803], [-2.2841, -1.0763, -2.1569], [5.4287, 0.0967, 0.4190], [-0.2796, -0.3377, 1.9619], [2.5432, 2.4327, 0.9927], [-0.3012, -1.5727, -0.7054], [-2.5361, 1.4450, 0.7331], [-0.5040, 0.8971, -0.9317], [-2.0993, 3.2221, 0.6834], [2.3113, 0.5583, 0.1584], [-0.1379, 2.5159, 0.2795], [4.6815, -0.3463, -1.0868], [-3.0185, -0.7281, -0.6097], [1.6724, -0.4829, -0.2512], [-3.0548, 2.4101, -0.6454], [0.0165, -0.2388, 0.0343], [4.5991, -0.1956, -0.0712]],
  "e_lumo_ev": 0.68,
  "total_charge": 0,
  "orbital_gap_ev": 9.6,
  "e_above_lowest_ev": 0.000,
  "homo_energy_ev": -8.899
}

***

No. 11
{
  "formula": "C6H13NO",
  "method": "wB97M-V/def2-TZVPD",
  "elements": ["C", "C", "H", "H", "C", "H", "H", "H", "H", "C", "H", "H", "H", "H", "H", "N", "C", "C", "O", "H", "H"],
  "xyz": [[0.8616, 2.5403, 0.0956], [0.0558, -3.3718, -0.5184], [0.6083, -0.6950, 1.3520], [0.7825, -2.9727, -1.2297], [-0.3195, -0.5131, 0.8315], [1.6145, -0.6316, -0.9624], [1.8505, 2.1861, 0.3996], [0.5991, -0.3218, -2.3267], [-1.2611, 0.0585, -0.9987], [-0.2098, 1.7411, 0.7823], [0.7897, 2.4527, -0.9921], [-1.3608, -3.0440, 0.9807], [-0.0814, 1.7482, 1.8709], [-1.2381, -0.4254, 1.3839], [-1.7044, 3.0278, 0.6854], [0.7375, -0.2962, -1.3307], [-0.3163, -0.1609, -0.5176], [-0.6284, -2.5908, 0.3068], [-1.5320, 2.1122, 0.4236], [0.8081, 3.6138, 0.3366], [-0.0556, -4.4575, -0.5729]],
  "e_lumo_ev": [0.82, 0.82],
  "total_charge": 0,
  "orbital_gap_ev": [6.9, 6.9],
  "e_above_lowest_ev": 6.947,
  "homo_energy_ev": [-6.050, -6.052]
}

***

No. 12
{
  "formula": "C6H13NO",
  "method": "wB97M-V/def2-TZVPD",
  "elements": ["C", "H", "H", "H", "H", "C", "H", "H", "H", "C", "O", "H", "H", "H", "N", "H", "H", "C", "H", "C", "C"],
  "xyz": [[-2.2002, 0.6968, 0.8976], [2.5567, -0.9988, 0.5436], [-2.8777, -0.1600, 0.8720], [2.5326, -2.6937, 0.4421], [-0.1459, -1.0757, -1.8214], [0.5811, -1.6513, 0.3754], [1.1773, 1.4933, 1.2152], [2.2837, -1.7386, -1.0100], [0.4090, -1.8867, 1.4441], [-0.7262, 0.3337, 1.2210], [0.1873, 2.5663, -2.2437], [-2.4990, 1.3981, 1.6625], [0.1414, 1.8801, -1.5501], [-2.1519, 1.1549, -0.1028], [-0.5278, -0.3025, -1.2868], [-1.5166, -0.5588, -1.2732], [-0.6053, -0.2200, 2.1522], [2.0247, -1.8095, 0.0463], [1.1329, 2.6646, -2.3554], [-0.0210, -0.3596, 0.0779], [0.2447, 1.2674, 0.6934]],
  "e_lumo_ev": -1.90,
  "total_charge": 0,
  "orbital_gap_ev": 6.1,
  "e_above_lowest_ev": 7.590,
  "homo_energy_ev": -8.025
}

***

What did the ninth record say?
{
  "formula": "C6H13N4O",
  "method": "wB97M-V/def2-TZVPD",
  "elements": ["H", "H", "H", "H", "C", "H", "H", "H", "H", "H", "N", "H", "N", "C", "H", "C", "H", "H", "C", "N", "C", "C", "N", "O"],
  "xyz": [[-1.5120, 2.1059, -0.8558], [4.4093, -0.5087, 0.4112], [4.0763, 1.1375, -0.1460], [-1.3856, 0.7105, 1.7226], [2.3666, -0.1250, -0.0260], [-2.7350, -2.2409, 0.1284], [-3.2609, 0.1755, 0.0062], [-0.9870, 2.7693, 0.6025], [4.0729, -0.2107, -1.2876], [2.0894, -2.3441, -0.0125], [0.2138, 0.2061, 0.3558], [1.4705, 1.9006, 0.1630], [0.4180, -1.1063, 0.3050], [3.8140, 0.0924, -0.2737], [-2.4770, -0.8219, -1.9138], [-1.3078, 0.7549, 0.6339], [-2.4621, -1.5086, 1.5684], [-0.4319, -1.7028, 0.4080], [1.3714, 0.8347, 0.1595], [-2.1505, -1.5597, 0.6039], [-2.2436, -0.2567, -0.0530], [1.7063, -1.3472, 0.0694], [-1.5002, 2.0283, 0.1516], [-1.8220, -0.3587, -1.3779]],
  "e_lumo_ev": -2.59,
  "total_charge": 1,
  "smiles": "Cc1c[nH][n+]([C@@H](N)[C@H](N)O)c1",
  "orbital_gap_ev": 10.7,
  "e_above_lowest_ev": 0.141,
  "homo_energy_ev": -13.320
}